Entry from the OMol25 dataset: a structure of composition C5H11BrO2Si at a distorted geometry (the ωB97M-V functional and the def2-TZVPD basis).

The max |F| comes out at 4.87 eV/A. The calculated total energy comes out at -87375.254 eV. Its LUMO energy is -0.102 eV. Its spin multiplicity is 1. The HOMO-LUMO gap is 7.96 eV. The energy above the lowest of the compared OMol25 structures with the same formula, charge and spin comes out at 79.28 kcal per mole. The calculation puts the molar mass at 211.1 u.

Geometry (Å):
Br  -2.504002  0.512645  -0.252750
Si  -0.606794  2.837426  -0.245126
O  0.337657  1.756996  0.327849
O  0.878851  -1.561689  0.355070
C  -0.189617  -0.884475  -1.820167
C  -0.889709  -0.208131  1.986940
C  -0.125892  -0.934453  -0.334621
C  2.230486  -1.153217  0.049912
C  -0.927836  -0.249010  0.489954
H  -0.792704  -1.251360  2.224674
H  -1.690485  3.474366  0.507817
H  -0.692319  3.030347  -1.650898
H  2.351823  -1.392793  -0.937694
H  -1.751617  0.231299  2.578730
H  -1.167111  -0.703258  -2.107102
H  0.026137  -1.783816  -2.159949
H  2.850193  -1.654285  0.627885
H  0.016228  0.261719  2.140994
H  2.211273  -0.170285  0.353334
H  0.435429  -0.158030  -2.134846

Forces on the atoms, in the same order (eV/Å):
-0.417 0.462 -0.282
-0.021 -1.971 1.092
0.388 1.961 -0.228
-0.046 -1.219 0.016
-1.203 0.656 3.541
-1.696 -0.947 -0.498
-0.406 1.087 1.633
-4.450 0.800 -0.573
-1.697 -0.992 -0.431
0.079 -0.482 0.812
0.158 0.430 0.155
0.060 0.527 -1.065
1.010 0.075 -2.649
1.068 -0.318 -1.240
-1.802 0.653 -0.649
1.500 -4.204 -1.956
2.767 -2.695 2.736
1.803 1.148 1.217
0.774 2.663 -0.162
2.131 2.365 -1.469



Entry from the OMol25 dataset: a structure of composition C20H18N3O4PtS2 (the ωB97M-V functional and the def2-TZVPD basis).

The max |F| comes out at 0.93 eV/A. The calculated total energy comes out at -58608.935 eV. Its LUMO energy (spin up / spin down) is -0.224 / -0.481 eV. Its spin multiplicity is 2. The HOMO-LUMO gap (spin up / spin down) is 7.16 / 7.73 eV. The energy above the lowest of the compared OMol25 structures with the same formula, charge and spin comes out at 0.00 kcal per mole. The expectation value of S² is 0.76. The calculation puts the molar mass at 623.6 u.

Geometry (Å):
Pt  0.247134  -0.055073  0.764031
S  1.879636  -1.388359  1.529534
S  1.676840  1.657660  0.898382
O  -1.103425  1.373427  0.160845
O  1.320202  -3.641595  1.491205
O  0.385736  -5.009117  2.983286
O  -1.490773  -1.323493  0.303282
N  0.364948  0.024708  -2.302866
N  -0.536209  2.486933  -0.314570
N  -1.939406  -1.650927  -1.871169
C  -1.319646  3.308871  -1.043802
C  -1.683446  -3.613642  -0.527011
C  0.967850  -2.813863  3.661511
C  1.480501  -1.594191  3.243817
C  -0.896909  1.098624  -4.018125
C  -0.833893  4.489097  -1.531462
C  1.471118  0.538260  -2.826062
C  0.493838  4.833590  -1.260283
C  1.474456  1.346806  -3.955849
C  0.263134  1.627744  -4.563985
C  0.752064  2.772554  -0.038051
C  0.815094  -1.976704  5.903720
C  -1.651136  -2.118557  -0.647185
C  1.273384  3.980870  -0.521225
C  1.706371  -0.572286  4.160222
C  0.622723  -3.000635  4.992635
C  1.366899  -0.769096  5.488974
C  -0.800193  0.307655  -2.880663
C  0.861432  -3.926034  2.660036
C  -2.028049  -0.241968  -2.193718
H  0.549742  -2.119057  6.943347
H  2.122952  0.370658  3.829339
H  -2.911971  -0.068319  -2.809792
H  0.219983  2.248676  -5.449577
H  -1.992460  -2.326028  -2.616309
H  -1.565754  -3.928877  0.496581
H  2.405118  1.732215  -4.348953
H  -1.864059  1.302794  -4.460285
H  -0.871187  -4.049532  -1.107658
H  0.222899  -3.962210  5.286900
H  -1.480380  5.125694  -2.116247
H  2.395530  0.291161  -2.314017
H  -2.633725  -3.982855  -0.919304
H  1.531757  0.025006  6.205935
H  -2.327685  2.949212  -1.182983
H  0.907908  5.758572  -1.637225
H  2.307904  4.204203  -0.302508
H  -2.156847  0.277428  -1.242697

Forces on the atoms, in the same order (eV/Å):
-0.250 0.565 0.116
0.093 -0.650 0.013
0.186 -0.119 -0.054
-0.174 0.220 -0.181
-0.084 0.256 -0.290
0.011 0.140 -0.065
0.367 -0.849 0.086
-0.020 -0.070 -0.079
0.061 0.058 0.058
0.183 -0.093 -0.096
-0.048 0.073 -0.013
0.067 0.031 0.005
0.127 0.151 0.021
-0.031 0.060 0.139
-0.041 0.063 0.044
-0.056 -0.027 -0.009
0.043 -0.019 -0.024
0.054 -0.042 0.018
0.004 -0.006 0.016
0.005 0.016 0.025
0.027 -0.085 0.120
-0.003 -0.001 0.043
-0.219 0.619 0.058
-0.026 0.065 -0.029
-0.139 0.018 -0.012
0.057 -0.002 0.000
0.014 0.028 -0.015
0.004 -0.032 -0.001
-0.208 -0.344 0.017
-0.129 -0.020 -0.039
-0.003 0.003 0.002
-0.005 0.013 0.005
0.002 -0.053 -0.026
-0.001 -0.009 -0.007
-0.071 0.020 -0.031
0.092 0.012 0.313
0.000 0.011 0.015
0.000 -0.022 -0.016
0.055 0.000 -0.017
-0.002 -0.001 -0.024
-0.002 0.003 0.004
-0.005 0.010 -0.007
0.073 -0.004 0.015
0.006 0.004 0.003
0.000 0.004 0.003
-0.005 0.002 0.002
-0.001 -0.001 0.016
-0.010 0.004 -0.122



Entry from the OMol25 dataset: an isolated molecule of C19H22FN5O2 (the ωB97M-V functional and the def2-TZVPD basis).

The max |F| comes out at 0.69 eV/A. The calculated total energy comes out at -34324.604 eV. Its LUMO energy is 0.387 eV. Its spin multiplicity is 1. The HOMO-LUMO gap is 9.13 eV. The energy above the lowest of the compared OMol25 structures with the same formula, charge and spin comes out at 4.02 kcal per mole. The SMILES is O=C(NCC(=O)N1CCC2(CC1)NCCc1[nH]cnc12)c1ccccc1F. The calculation puts the molar mass at 371.4 u.

Geometry (Å):
F  -5.339105  -0.814592  -0.472669
O  1.023989  -3.171222  2.002913
O  -2.863076  -2.081706  -1.027289
N  1.541914  1.929761  2.121805
N  2.205224  1.149259  -1.826554
N  0.680412  0.041968  1.373397
N  -1.753659  -1.697858  0.901746
N  1.024333  -2.464536  -0.126701
C  -5.121476  1.480354  -0.095235
C  -4.543581  0.225526  -0.183400
C  -4.330645  2.567290  0.228917
C  -2.592919  -1.349313  -0.094375
C  2.451783  -2.218012  -0.056642
C  0.750746  0.859409  2.386248
C  0.499413  -0.582122  -1.614393
C  -1.118514  -2.992786  0.966356
C  0.406748  -2.878158  0.993990
C  1.753701  0.040354  -0.971818
C  -2.415756  1.128602  0.391693
C  2.856141  -1.034221  -0.933094
C  2.012447  1.759814  0.845997
C  1.475636  0.580809  0.402131
C  3.235971  1.994454  -1.257054
C  2.834423  2.708743  0.053904
C  -3.187446  0.020260  0.056457
C  0.429252  -2.100169  -1.386753
C  -2.978768  2.389452  0.473612
H  -2.360435  3.237099  0.728805
H  -1.407835  -3.492555  1.897477
H  -0.605192  -2.431285  -1.448733
H  -1.360734  0.999198  0.579371
H  1.761709  2.691151  2.742561
H  -0.392616  -0.104646  -1.209186
H  2.244959  3.606149  -0.168799
H  0.244638  0.719188  3.320084
H  2.685079  -2.026008  0.993681
H  3.039872  -1.345400  -1.962064
H  3.726568  3.024586  0.599985
H  -6.178247  1.587121  -0.282867
H  -4.770494  3.550845  0.292787
H  1.400124  1.720015  -2.067797
H  0.529669  -0.388307  -2.687566
H  0.992555  -2.614384  -2.173813
H  3.000728  -3.116627  -0.365142
H  3.782232  -0.617100  -0.540157
H  -1.472281  -3.586409  0.120278
H  4.113984  1.373504  -1.070945
H  3.507065  2.734981  -2.012864
H  -1.418516  -1.012468  1.561727

Forces on the atoms, in the same order (eV/Å):
0.078 0.078 0.016
0.017 -0.085 0.292
-0.135 -0.089 -0.219
0.011 0.032 -0.026
-0.185 -0.035 -0.206
-0.131 -0.324 0.286
0.131 -0.117 0.181
0.344 0.013 -0.200
-0.006 -0.190 -0.055
0.070 0.096 0.060
0.068 -0.042 0.009
-0.068 0.137 0.210
0.311 -0.020 0.285
-0.071 0.034 0.178
0.050 -0.095 0.093
0.048 -0.191 0.118
-0.416 -0.290 0.010
0.073 -0.181 -0.150
-0.106 -0.046 -0.023
-0.251 0.037 -0.025
0.043 -0.151 -0.317
0.321 0.614 0.055
0.088 0.210 0.143
0.027 -0.010 -0.095
-0.260 0.032 -0.217
-0.277 0.171 -0.210
0.041 0.134 0.037
0.062 0.065 0.012
0.143 0.023 -0.203
0.055 -0.074 -0.020
0.101 -0.027 0.007
-0.060 -0.090 -0.020
-0.047 0.039 -0.029
0.080 0.013 0.001
-0.070 0.042 0.275
0.030 -0.056 -0.167
0.033 0.013 -0.060
0.025 0.055 -0.033
-0.105 -0.030 -0.016
-0.050 0.079 0.005
-0.003 -0.057 -0.038
0.000 0.034 -0.025
-0.107 0.004 0.004
0.028 0.067 0.098
0.044 -0.022 -0.033
0.040 0.078 0.103
0.025 0.100 -0.023
0.087 -0.050 0.091
-0.127 0.069 -0.162



Entry from the OMol25 dataset: a cluster of 4 separate species, C24H60N4O8 in total at a distorted geometry (the ωB97M-V functional and the def2-TZVPD basis).

The max |F| comes out at 3.40 eV/A. The calculated total energy comes out at -48193.648 eV. Its LUMO energy is 0.697 eV. Its spin multiplicity is 1. The HOMO-LUMO gap is 9.07 eV. The energy above the lowest of the compared OMol25 structures with the same formula, charge and spin comes out at 148.66 kcal per mole. The SMILES is COCCNCCOC.COCCNCCOC.COCCNCCOC.COCCNCCOC. The calculation puts the molar mass at 532.8 u.

Geometry (Å):
O  0.662659  0.416021  2.530763
O  -3.744894  -0.166721  0.262743
O  -5.096916  -2.786772  3.495694
O  -0.373382  9.238545  -4.190663
O  1.099514  -2.292387  5.787463
O  0.833182  4.525355  -1.016116
O  2.276871  -1.666518  -3.710371
O  3.003379  -5.368758  -2.553040
N  -0.529923  6.299336  -3.366931
N  4.267146  -3.538670  -4.463561
N  -1.597282  -3.074227  4.655582
N  -0.242520  -0.346649  0.017168
C  3.649559  -1.345754  -3.663628
C  4.325092  -5.577095  -2.928238
C  -3.005423  -3.431701  4.605108
C  -4.672919  0.184478  1.248049
C  -0.842236  -3.763674  5.667244
C  -0.203913  6.840685  -4.673961
C  2.015488  -5.862860  -3.436468
C  -0.301405  4.392745  -1.830427
C  0.714334  -0.960022  2.150317
C  -3.728768  -2.504197  3.641384
C  0.634928  -3.602780  5.402523
C  -1.505186  -0.077479  -0.683992
C  0.745042  4.256612  0.339467
C  2.453532  -2.118762  5.540609
C  0.469162  0.672971  3.889580
C  -5.851556  -2.204888  4.546999
C  -1.140675  10.439917  -4.247055
C  -0.127949  4.914847  -3.271527
C  -0.427389  -1.216232  1.194785
C  4.617374  -2.534140  -3.477249
C  -0.925651  8.164618  -4.911593
C  4.757588  -4.887236  -4.221227
C  -2.583804  0.620819  0.205279
C  1.678474  -1.749815  -2.444785
H  -0.377219  0.237723  4.424737
H  -2.668080  1.614966  -0.250562
H  -3.210587  -2.531549  2.679969
H  0.884891  6.946264  -4.787065
H  1.091067  -5.406148  -3.095984
H  -3.524682  -3.450032  5.572564
H  0.727138  -1.531305  3.082581
H  3.251618  -3.537385  -4.473876
H  -1.022951  -3.498780  6.717943
H  -1.822820  -1.067858  -1.012129
H  4.385970  -2.933596  -2.478767
H  -0.407090  6.809486  -2.511480
H  0.665221  -2.137836  -2.567695
H  2.798024  -2.474902  4.559532
H  -0.237992  4.630190  0.692523
H  -0.737753  3.383151  -1.849339
H  -4.922463  1.251596  1.227111
H  1.672699  -1.047561  1.626124
H  1.482070  4.748841  0.963753
H  4.589216  -6.643152  -2.973473
H  -1.942690  7.915879  -4.586681
H  5.842974  -4.868334  -4.355189
H  0.148887  0.538690  0.324828
H  2.620208  -1.039822  5.511415
H  0.308622  1.751987  4.005376
H  3.181204  -2.567001  6.229826
H  -1.008217  8.251582  -6.000474
H  -4.296632  -0.001782  2.263963
H  -5.329344  -2.266385  5.502840
H  -2.252768  0.743792  1.243941
H  -3.571652  -1.472342  3.992172
H  4.993146  -5.185501  -2.154143
H  1.972397  -6.948314  -3.562283
H  3.946127  -0.630434  -2.886256
H  -6.873896  -2.570754  4.596295
H  1.217572  -4.219648  6.099240
H  -0.470044  11.239312  -3.948444
H  2.140476  -5.540185  -4.478639
H  -0.312811  -2.221411  0.778347
H  1.387483  0.620079  4.485278
H  -6.014834  -1.122233  4.446320
H  -1.590997  10.625369  -5.224017
H  3.865203  -0.804449  -4.586080
H  -0.614602  4.186877  -3.914714
H  5.627688  -2.135786  -3.573330
H  -1.959030  10.296969  -3.535294
H  -1.483316  -2.079263  4.531016
H  0.884662  -3.985981  4.409791
H  2.246255  -2.455481  -1.822464
H  0.973254  4.859138  -3.291280
H  1.567731  -0.837251  -1.850115
H  -1.079173  4.925252  -1.255779
H  4.412850  -5.421201  -5.114739
H  0.555869  3.187942  0.516637
H  -1.072974  -4.825898  5.553125
H  -1.397508  -1.085619  1.682385
H  -3.117462  -4.452496  4.223191
H  -0.510802  6.164235  -5.472275
H  -5.568196  -0.415667  1.104141
H  -1.343509  0.594445  -1.524286

Forces on the atoms, in the same order (eV/Å):
-0.419 0.257 0.208
-0.252 -0.164 -0.777
-0.396 0.197 0.267
0.289 -0.105 -0.835
-0.974 -0.553 -1.105
2.113 0.375 -1.369
0.317 0.438 0.036
-0.431 -0.008 0.035
-1.255 -1.588 -1.352
0.153 0.215 0.082
-1.083 -0.254 -0.363
-0.180 0.716 0.239
1.154 0.620 -0.223
1.551 -0.076 -0.099
-0.233 -0.416 -0.340
-0.005 0.436 0.472
0.775 0.316 -0.271
0.646 1.328 1.008
0.103 0.519 -0.761
-1.982 0.050 1.254
0.357 0.821 0.340
0.697 0.479 0.181
0.943 -0.498 1.874
0.101 -0.233 1.183
-3.048 -0.436 0.281
1.189 0.836 -0.817
0.536 1.963 0.777
-0.040 0.951 0.201
-0.151 -1.048 0.460
1.467 0.124 3.070
0.792 -0.249 -0.942
-1.846 0.028 0.020
-0.514 -1.349 -0.023
-0.464 0.175 -1.487
0.749 -0.557 -0.027
-0.228 -0.847 0.901
0.025 -0.711 -0.412
-0.906 0.118 0.285
-0.375 -0.295 -0.200
0.066 0.208 -0.155
-0.225 -0.454 0.088
0.197 0.271 0.196
-0.191 -0.520 -0.376
0.046 -0.149 -0.187
-0.337 0.209 -0.068
-0.589 0.245 -0.271
0.669 0.191 0.238
0.484 0.471 -0.286
0.108 -0.072 -0.120
-0.469 -0.126 -0.156
0.161 0.442 0.134
0.689 -0.390 0.002
-0.135 0.001 -0.242
-0.119 -0.468 0.015
0.523 -0.313 -0.443
-0.229 -0.088 -0.207
-0.250 0.490 0.199
0.054 -0.180 0.492
-0.024 -0.030 0.099
0.149 -0.058 0.252
-0.371 0.044 -0.494
-0.563 -0.142 0.511
0.375 0.951 -0.087
0.150 -0.154 -0.066
-0.205 -0.546 0.156
0.458 0.206 -0.114
-0.221 0.100 0.080
-0.534 0.087 0.361
-0.011 -0.170 0.787
-0.671 0.073 0.300
0.246 -0.745 -0.059
-0.358 -0.684 -0.084
-0.168 0.148 -0.002
0.269 0.422 0.102
-0.422 -0.275 0.464
0.066 -0.970 -0.050
0.389 0.128 -0.598
0.276 0.013 -0.181
0.018 -0.334 -0.266
-0.060 0.500 -0.536
0.119 -0.304 0.104
-0.111 0.500 0.067
0.416 0.050 0.607
0.126 0.862 -0.373
-0.218 -0.061 0.067
0.043 -0.399 -1.056
0.323 0.356 -0.532
-0.334 0.360 -0.578
-0.029 -0.373 0.250
1.006 -0.150 0.185
0.018 -0.030 0.081
-0.011 -0.110 0.079
0.152 -0.033 -0.045
-0.275 -0.237 0.263
0.014 0.022 -0.067
0.343 -0.359 -0.250



Among the records above, which one has the lowest max |F|?
C19H22FN5O2



Which of these has the highest molar mass?
C20H18N3O4PtS2



Which of these has the highest calculated total energy?
C19H22FN5O2